(1)
Density functional theory data (ωB97M-V/def2-TZVPD) for the ion C5H7N6O with charge +1 in a non-equilibrium geometry.

Each line ends with the natural charge from an NBO analysis.
Positions of all 19 atoms, in Å:
N -0.926 -1.410 1.202  -0.727
C -1.307 -0.442 0.390  0.578
N -2.397 0.274 0.545  -0.373
N -2.294 1.406 -0.318  -0.445
C -1.147 1.356 -1.050  0.674
O -0.724 2.270 -1.630  -0.458
C -0.559 -0.040 -0.871  -0.424
C 0.904 -0.203 -0.667  0.294
N 1.375 -0.937 0.446  -0.567
C 2.673 -0.735 0.422  0.226
N 2.944 0.136 -0.562  -0.341
N 1.845 0.435 -1.302  -0.202
H 0.058 -1.674 1.349  0.486
H -1.420 -1.558 2.111  0.409
H -2.977 0.225 1.393  0.444
H -2.511 2.299 0.199  0.431
H -0.931 -0.534 -1.706  0.302
H 3.550 -1.234 1.019  0.254
H 3.845 0.364 -0.969  0.437

Output
Total energy = -598.23263 Ha
SMILES = [NH2+]=C1NNC(=O)[C@H]1c1nc[nH]n1
Net charge = +1
Kohn-Sham gap = 10.253 eV

(2)
Density functional theory data (ωB97M-V/def2-TZVPD) for a structure of composition C51H35Cl5IrN3O2P in a non-equilibrium geometry.

Each line ends with the Löwdin charge.
Positions of all 98 atoms, in Å:
Ir 0.228 0.294 -0.869  1.205
C 4.378 -1.425 -1.345  -0.050
O 3.403 -2.114 -2.177  0.062
C 2.266 -1.466 -1.992  -0.304
N 2.255 -0.387 -1.283  0.045
C 3.698 -0.091 -0.983  -0.239
C 4.131 0.400 0.385  -0.245
C 5.505 0.378 0.626  -0.037
C 6.026 0.842 1.823  -0.064
C 5.178 1.349 2.797  -0.069
C 3.813 1.380 2.563  -0.052
C 3.293 0.910 1.365  -0.128
C 1.035 -1.999 -2.623  -0.151
C 0.880 -3.017 -3.547  0.052
C -0.421 -3.307 -3.963  0.000
C -1.525 -2.626 -3.453  0.026
C -1.281 -1.611 -2.547  -0.260
N -0.025 -1.322 -2.186  -0.027
C -2.241 -0.732 -1.837  -0.397
N -1.820 0.170 -1.013  0.004
C -3.014 0.781 -0.372  -0.199
C -4.164 0.148 -1.192  -0.007
O -3.537 -0.900 -1.994  0.053
C -3.121 2.280 -0.361  -0.195
C -2.578 3.074 -1.359  -0.026
C -2.752 4.448 -1.330  -0.047
C -3.485 5.033 -0.306  -0.069
C -4.047 4.239 0.682  -0.067
C -3.864 2.865 0.657  -0.031
H 5.280 -1.319 -1.939  0.138
H 4.567 -2.048 -0.469  0.136
H 3.981 0.678 -1.708  0.133
H 6.187 0.007 -0.129  0.117
H 7.094 0.813 1.991  0.109
H 5.581 1.728 3.726  0.108
H 3.138 1.775 3.310  0.114
H 2.224 0.948 1.205  0.057
H 1.734 -3.559 -3.923  0.132
H -0.578 -4.092 -4.689  0.124
H -2.534 -2.863 -3.755  0.138
H -3.005 0.426 0.661  0.129
H -4.602 0.862 -1.889  0.144
H -4.940 -0.318 -0.589  0.137
H -2.012 2.619 -2.159  0.074
H -2.316 5.060 -2.107  0.110
H -3.621 6.105 -0.281  0.108
H -4.622 4.690 1.480  0.109
H -4.283 2.250 1.445  0.122
C 2.790 -4.314 3.140  -0.064
C 3.226 -3.089 2.663  -0.059
C 2.359 -2.273 1.953  -0.078
C 1.048 -2.662 1.708  -0.315
C 0.614 -3.894 2.202  -0.090
C 1.479 -4.708 2.916  -0.061
P -0.103 -1.527 0.842  1.089
C -1.416 -2.702 0.368  -0.362
C -2.753 -2.486 0.683  -0.084
C -3.733 -3.368 0.250  -0.056
C -3.387 -4.480 -0.500  -0.057
C -2.053 -4.709 -0.816  -0.066
C -1.079 -3.826 -0.389  -0.121
C -0.756 -0.475 2.153  -0.320
C -1.292 -1.025 3.292  -0.083
C -1.767 -0.208 4.329  -0.060
C -1.665 1.149 4.196  -0.016
C -1.098 1.748 3.046  -0.168
C -1.023 3.160 2.962  -0.037
C -0.518 3.731 1.835  -0.057
C -0.076 2.921 0.767  -0.140
C -0.072 1.548 0.781  -0.274
C -0.619 0.939 1.979  -0.198
H 3.463 -4.957 3.691  0.111
H 4.239 -2.755 2.843  0.112
H 2.713 -1.316 1.611  0.068
H -0.405 -4.223 2.058  0.103
H 1.122 -5.653 3.301  0.111
H -3.030 -1.636 1.294  0.101
H -4.768 -3.189 0.509  0.114
H -4.150 -5.174 -0.826  0.112
H -1.773 -5.584 -1.389  0.114
H -0.041 -4.024 -0.634  0.116
H -1.349 -2.103 3.397  0.110
H -2.197 -0.650 5.217  0.109
H -2.023 1.801 4.983  0.118
H -1.390 3.757 3.786  0.115
H -0.468 4.806 1.736  0.113
H 0.242 3.451 -0.121  0.058
Cl -1.252 0.774 -4.094  0.805
C -0.255 2.048 -3.443  -0.664
C 0.472 1.880 -2.250  -0.285
C 1.369 2.946 -2.037  -0.670
Cl 2.623 2.791 -0.859  0.830
C 1.381 4.135 -2.767  -0.708
Cl 2.458 5.410 -2.356  0.706
C 0.516 4.298 -3.838  -0.722
Cl 0.461 5.774 -4.712  0.707
C -0.273 3.217 -4.210  -0.722
Cl -1.278 3.365 -5.600  0.695

Output
Total energy = -5025.74387 Ha
Net charge = +1
Kohn-Sham gap = 6.567 eV

(3)
Density functional theory data (ωB97M-V/def2-TZVPD) for a structure of composition C30H52LaP2 in a non-equilibrium geometry.

Each line ends with the Löwdin charge.
Positions of all 85 atoms, in Å:
La 0.690 -1.714 0.188  1.857
C -1.706 -2.622 0.954  -0.309
C -1.726 -2.134 -0.377  -0.379
C -0.290 -3.970 -0.326  -0.345
C -0.786 -3.691 1.027  -0.320
C -0.925 -3.010 -1.200  -0.375
C -2.620 -2.093 2.036  -0.020
H -3.467 -1.530 1.614  0.082
H -2.081 -1.422 2.725  0.045
H -3.073 -2.903 2.644  0.098
C -0.471 -4.283 2.378  -0.028
H -1.407 -4.506 2.926  0.093
H 0.096 -3.561 3.034  0.074
H 0.134 -5.219 2.304  0.087
C 0.828 -4.957 -0.583  -0.041
H 0.661 -5.876 0.034  0.102
H 1.869 -4.620 -0.328  0.084
H 0.866 -5.242 -1.643  0.084
C -0.835 -2.796 -2.679  -0.031
H -1.834 -2.943 -3.120  0.103
H -0.133 -3.445 -3.218  0.085
H -0.568 -1.758 -2.953  0.080
C -2.589 -1.012 -0.808  -0.051
H -3.475 -1.389 -1.365  0.122
H -2.093 -0.339 -1.524  0.058
H -2.929 -0.453 0.080  0.076
C -1.832 2.786 1.246  -0.120
C -3.151 2.592 1.130  -0.117
C -3.883 2.497 -0.161  -0.165
C -3.283 3.513 -1.207  -0.175
C -2.616 2.891 -2.366  -0.088
C -1.562 2.067 -2.251  -0.145
C -0.937 1.710 -0.969  -0.251
C -0.740 2.696 0.228  -0.175
H -4.956 2.744 0.002  0.118
H -2.604 4.177 -0.672  0.109
H -3.847 1.486 -0.605  0.099
H -0.431 3.640 -0.252  0.105
H -1.419 2.978 2.257  0.106
H -3.803 2.649 2.036  0.116
H 0.154 2.310 0.789  0.098
H -1.347 0.820 -0.504  0.053
H -1.125 1.651 -3.158  0.103
H 0.075 1.351 -1.223  0.022
H -4.088 4.180 -1.538  0.113
H -3.020 3.125 -3.360  0.114
P 2.427 2.035 -1.798  0.823
P 3.438 -0.356 -3.230  0.762
C 4.003 2.420 -2.800  -0.409
C 4.661 1.126 -3.262  -0.437
H 4.686 3.003 -2.169  0.078
H 3.749 3.067 -3.651  0.070
H 5.095 1.227 -4.269  0.078
H 5.489 0.852 -2.594  0.071
C 4.519 -1.481 -4.238  -0.334
H 3.921 -2.354 -4.539  0.029
H 5.342 -1.872 -3.630  0.031
H 4.949 -1.023 -5.139  0.045
C 2.434 0.289 -4.651  -0.319
H 3.012 0.896 -5.364  0.056
H 1.591 0.888 -4.288  0.004
H 2.002 -0.572 -5.176  0.035
C 3.015 2.575 -0.139  -0.297
H 2.310 2.196 0.615  0.010
H 3.086 3.671 -0.062  0.054
H 3.996 2.123 0.056  0.042
C 1.498 3.587 -2.321  -0.262
H 2.083 4.211 -3.025  0.044
H 1.256 4.195 -1.426  0.034
H 0.545 3.335 -2.836  0.021
C -1.461 0.591 5.250  -0.037
C -0.415 -0.544 5.006  -0.632
C 0.930 -0.290 5.712  -0.053
C -1.021 -1.816 5.608  -0.059
C -0.119 -0.786 3.599  -0.169
C 0.219 -1.059 2.435  -0.221
H -1.681 0.579 6.338  0.089
H -2.419 0.369 4.734  0.085
H -1.128 1.616 4.982  0.086
H 0.780 -0.155 6.794  0.091
H 1.568 -1.182 5.585  0.091
H 1.432 0.604 5.313  0.090
H -1.964 -2.074 5.107  0.083
H -0.310 -2.652 5.564  0.089
H -1.236 -1.613 6.665  0.090

Output
Total energy = -1888.22943 Ha
Net charge = +1
Kohn-Sham gap = 7.536 eV

(4)
Density functional theory data (ωB97M-V/def2-TZVPD) for an isolated molecule of C2H5N3OS in a non-equilibrium geometry.

Each line ends with the natural charge from an NBO analysis.
Positions of all 12 atoms, in Å:
H 2.429 0.994 0.165  0.356
N 1.415 0.954 0.072  -0.799
C 0.996 -0.241 -0.065  0.694
N 1.796 -1.386 -0.125  -0.834
O -0.356 -0.410 -0.171  -0.337
N -1.094 0.774 -0.235  -0.286
C -2.384 0.622 -0.038  -0.123
S -3.137 -0.810 0.020  -0.121
H 1.303 -2.258 -0.189  0.400
H 2.566 -1.415 0.532  0.400
H -0.572 1.583 0.102  0.432
H -2.962 1.592 -0.070  0.218

Output
Total energy = -716.83805 Ha
SMILES = [H]/N=C(\N)ONC=S
Kohn-Sham gap = 8.926 eV